# 1
One molecule with the formula C20H21N3O3. Source: the OMol25 dataset; level of theory: ωB97M-V with the def2-TZVPD basis set.

Properties
* energy above the lowest of the compared OMol25 structures with the same formula, charge and spin: 2.845 eV
* charge: 0
* multiplicity: 1
* SMILES: N[C@@H](Cc1ccccc1)C(=O)N[C@@H](Cc1c[nH]c2ccccc12)C(=O)O
* orbital gap: 8.86 eV

Last column: natural (NBO) charge in e.
Cartesian coordinates (Å):
C 1.06756 -1.11576 -0.15218  -0.13
C 0.32092 -2.03802 0.92507  0.70
C 1.76655 0.07749 0.57372  -0.46
C 3.15387 0.26648 0.04197  0.09
C 4.26787 -0.15043 0.84676  -0.24
C 3.40367 0.82556 -1.18530  -0.26
C 5.59021 0.03809 0.38312  -0.21
C 4.71644 0.99874 -1.64412  -0.19
C 5.82869 0.59319 -0.85904  -0.23
C -2.09914 -2.47046 0.19003  -0.13
C -2.43954 -2.22591 -1.31025  0.80
C -2.83210 -1.47632 1.10835  -0.42
C -2.28443 -0.08177 1.22805  -0.16
C -1.47979 0.33990 2.18566  -0.01
C -2.62252 1.01155 0.41324  -0.06
C -1.89162 2.09959 0.85782  0.12
C -3.48344 1.26327 -0.67423  -0.20
C -1.96920 3.36150 0.29077  -0.23
C -3.53362 2.48370 -1.24376  -0.24
C -2.75076 3.54995 -0.73547  -0.21
H -0.59728 -0.03244 -0.89444  0.37
H -0.20603 -1.41059 -1.74333  0.38
H 1.83954 -1.80381 -0.53435  0.23
H 1.20100 1.01555 0.39026  0.22
H 1.87912 -0.07569 1.66371  0.24
H 4.06842 -0.57686 1.82324  0.21
H 2.52938 1.12512 -1.78632  0.23
H 6.39516 -0.25021 1.07055  0.21
H 4.89380 1.44442 -2.61439  0.21
H 6.82300 0.85691 -1.22172  0.22
H -0.73592 -3.49896 1.37822  0.40
H -2.62964 -3.43630 0.30608  0.24
H -2.78109 -1.96975 2.10847  0.22
H -3.88035 -1.51136 0.75402  0.24
H -0.97606 -0.23200 2.99492  0.24
H -0.59052 2.26045 2.48957  0.41
H -4.13315 0.47205 -1.02763  0.22
H -1.32400 4.18946 0.59182  0.21
H -4.11202 2.59037 -2.15433  0.21
H -2.78362 4.52436 -1.20829  0.21
H -1.70429 -2.55924 -3.07813  0.51
N 0.18704 -0.60907 -1.22548  -0.86
N -0.74854 -2.85253 0.56227  -0.65
N -1.18374 1.66452 1.95447  -0.52
O 0.78137 -2.16689 2.04793  -0.62
O -3.49005 -1.87281 -1.74943  -0.58
O -1.45114 -2.63507 -2.13792  -0.70

Atomic forces in eV per Å
-1.716 0.282 1.389
1.010 1.427 -0.262
0.005 0.026 -0.054
1.646 -0.722 1.679
-0.302 0.787 -1.523
0.154 0.409 -1.055
-0.767 -0.512 1.146
0.399 -0.503 0.654
-1.093 0.985 -0.872
-0.727 -0.484 -0.794
1.036 -0.668 -0.151
-0.129 -0.768 0.587
-2.071 -2.600 -1.046
2.519 0.482 1.991
-0.472 1.224 -1.298
0.537 -0.401 1.180
-0.372 -1.623 0.379
2.740 0.703 2.417
0.032 0.801 -0.710
-2.354 0.369 -3.151
0.621 -0.282 0.164
0.587 0.986 0.457
-0.323 0.339 -0.255
0.028 -0.648 0.159
-0.497 -0.140 -0.584
0.118 -0.016 -0.035
0.620 -0.062 0.150
-0.163 0.143 -0.489
-0.023 0.042 0.011
-0.172 -0.393 0.199
-0.682 0.383 -0.931
-0.076 0.402 0.029
-0.270 0.460 -0.554
0.407 0.319 0.382
-0.544 0.607 -0.754
0.253 -0.010 0.346
0.141 -0.068 -0.198
-0.142 -0.324 0.370
-0.167 0.292 0.214
-0.078 -0.080 -0.087
-0.332 0.076 0.541
0.371 -0.916 -0.126
0.531 -0.443 0.799
-0.006 0.394 0.048
0.094 -0.136 -0.510
-0.605 0.426 0.444
0.234 -0.566 -0.298


# 2
A 2-piece molecular cluster, C8H22N2Si2 overall. Source: the OMol25 dataset; level of theory: ωB97M-V with the def2-TZVPD basis set.

Properties
* charge: 0
* multiplicity: 3
* orbital gap (spin up / spin down): 5.77 / 5.85 eV

Last column: natural (NBO) charge in e.
Cartesian coordinates (Å):
C 3.25599 1.09552 -0.24338  -0.61
C 1.79693 0.21304 1.57318  -0.59
C 3.96463 -1.08019 0.88577  -0.60
C -3.02715 0.82850 0.93970  -0.62
C -1.80454 1.65037 -1.04181  -0.62
C -4.01194 0.15334 -1.19271  -0.59
C 2.80648 -0.19899 0.45333  0.12
C -2.60832 0.52479 -0.40132  0.07
N 2.05091 -1.01050 -0.44897  -1.09
N -1.83428 -0.72838 -0.33249  -0.73
Si 1.08330 -1.07655 -1.74210  1.35
Si -1.25383 -1.89368 0.49436  0.80
H 3.90972 1.63110 0.46341  0.19
H 3.79910 0.82679 -1.05060  0.21
H 2.35069 1.66183 -0.36387  0.20
H 2.31532 0.93198 2.16357  0.20
H 1.50460 -0.71360 2.06172  0.22
H 0.86380 0.75613 1.07598  0.19
H 4.55586 -0.55069 1.55917  0.20
H 3.52313 -2.02015 1.32881  0.21
H 4.58116 -1.37729 0.12299  0.21
H -2.16663 0.63780 1.68386  0.21
H -3.41669 1.86640 1.13819  0.23
H -3.59271 0.00838 1.31269  0.23
H -2.22583 2.58881 -0.89038  0.22
H -1.54748 1.53485 -2.04541  0.22
H -0.74459 1.54228 -0.64614  0.22
H -4.91095 0.68294 -0.79575  0.22
H -3.84390 0.35183 -2.18782  0.21
H -4.18288 -0.93776 -1.07525  0.22
H 0.97461 -0.19196 -2.86438  -0.22
H 0.21361 -2.16194 -1.71805  -0.20
H -0.87716 -2.25956 1.87297  -0.12
H -1.50097 -3.28543 -0.08931  -0.15

Atomic forces in eV per Å
-0.723 -0.020 4.091
-0.666 0.003 -2.054
-2.798 -0.698 1.954
1.598 0.947 4.523
2.341 -2.201 1.362
0.849 -0.653 2.539
-1.069 0.206 -1.315
-1.163 -2.066 -2.838
-1.812 -0.211 -1.848
-2.970 7.067 -3.397
2.216 0.650 2.687
3.496 -7.349 2.646
-0.103 0.171 -0.294
1.455 -0.382 -3.049
-0.130 0.510 -0.782
0.106 0.419 1.116
-0.267 0.335 0.446
1.893 -1.277 1.013
1.122 0.685 1.637
0.624 1.002 -0.172
1.247 -0.567 -2.303
-0.554 1.072 -1.027
0.070 -1.267 -0.338
-1.596 -0.231 0.152
-0.597 1.670 0.466
-0.438 -0.472 -2.099
-1.219 0.713 0.351
0.977 -0.155 -0.233
0.036 0.472 -2.391
0.039 0.655 0.006
-0.055 0.647 -0.775
-0.871 -1.419 -0.569
-0.503 0.909 0.448
-0.534 0.833 0.047


# 3
A 5-piece molecular cluster, C14H38O9S overall. Source: the OMol25 dataset; level of theory: ωB97M-V with the def2-TZVPD basis set.

Properties
* charge: 0
* multiplicity: 1
* orbital gap: 10.79 eV

Last column: natural (NBO) charge in e.
Cartesian coordinates (Å):
C 0.23944 -3.28258 -1.28122  -0.29
O 0.09240 -2.38352 -0.16229  -0.73
S -0.15635 -0.81762 -0.43290  1.79
O -1.26978 -0.68369 -1.35086  -0.95
O 1.12350 -0.52211 -1.38925  -0.75
C 2.42779 -0.70992 -0.80725  0.19
O 3.35275 -0.32971 -1.75952  -0.27
O 3.23259 -1.30048 -2.80965  -0.45
H -0.73745 -3.49281 -1.71348  0.20
H 0.90049 -2.85766 -2.03624  0.20
H 0.67486 -4.18985 -0.87286  0.21
H 2.56452 -0.04256 0.04815  0.19
H 2.55039 -1.75918 -0.53075  0.17
H 2.50853 -0.89376 -3.32108  0.49
C -0.25428 2.04183 4.59378  -0.63
C -0.47542 2.02859 3.09147  0.09
C -1.90322 1.68138 2.71232  -0.63
O 0.42618 1.12248 2.44911  -0.73
H -0.47134 1.05549 5.01452  0.20
H 0.77967 2.29426 4.82890  0.22
H -0.91072 2.76580 5.07868  0.21
H -0.21461 3.00559 2.67810  0.17
H -2.15233 0.67992 3.07819  0.19
H -2.02156 1.67775 1.63008  0.22
H -2.62928 2.37808 3.13165  0.22
H 0.21769 0.23691 2.76828  0.46
C -4.93606 -1.17264 1.01928  -0.63
C -5.60534 0.09181 1.53271  0.10
C -7.00505 0.26870 0.96833  -0.63
O -4.79704 1.23539 1.26086  -0.72
H -4.83451 -1.13133 -0.06899  0.20
H -3.93885 -1.27831 1.44633  0.22
H -5.52147 -2.05830 1.27135  0.21
H -5.65836 0.05537 2.62352  0.17
H -6.96324 0.34729 -0.12194  0.20
H -7.46351 1.17643 1.35960  0.22
H -7.64086 -0.58143 1.22005  0.21
H -4.70418 1.31462 0.30466  0.46
C -0.34728 1.18991 -5.02500  -0.63
C 0.10919 -0.17441 -5.51197  0.10
C -1.01245 -0.95292 -6.17677  -0.63
O 0.67110 -0.92819 -4.43435  -0.75
H -1.14340 1.07745 -4.28388  0.21
H 0.47823 1.72669 -4.55808  0.22
H -0.73284 1.79017 -5.85038  0.21
H 0.93504 -0.05368 -6.21632  0.17
H -1.82776 -1.11680 -5.46649  0.20
H -0.65519 -1.92348 -6.51989  0.22
H -1.41416 -0.40592 -7.03075  0.21
H -0.01299 -1.05216 -3.76254  0.48
C 4.41865 1.08966 2.72014  -0.63
C 5.44642 -0.02729 2.77593  0.09
C 6.81997 0.43372 2.31883  -0.63
O 5.00791 -1.14921 2.00791  -0.72
H 4.31262 1.44746 1.69091  0.20
H 3.44252 0.73954 3.05583  0.23
H 4.71743 1.93727 3.33888  0.21
H 5.51399 -0.40905 3.79716  0.17
H 6.77443 0.78024 1.28219  0.20
H 7.53690 -0.38488 2.37479  0.22
H 7.18171 1.25905 2.93388  0.21
H 4.95399 -0.86335 1.08829  0.46

Atomic forces in eV per Å
-0.153 0.033 -0.046
0.184 -0.042 0.085
-0.335 -0.122 0.080
0.206 0.019 -0.150
-0.009 0.077 0.099
0.018 0.156 0.041
-0.062 -0.206 0.154
0.035 0.321 -0.020
0.019 0.005 -0.004
0.016 -0.026 0.018
-0.015 0.007 -0.009
-0.009 -0.012 -0.029
-0.001 0.024 0.002
-0.119 -0.258 -0.327
0.030 -0.027 -0.005
-0.084 0.010 -0.073
0.008 -0.027 -0.014
0.161 0.005 0.068
-0.014 0.011 0.009
-0.001 -0.002 -0.002
-0.001 0.001 -0.004
0.001 -0.005 0.009
-0.031 0.015 0.012
-0.018 0.003 0.005
0.027 0.018 0.014
0.012 -0.016 -0.036
0.023 0.009 -0.005
0.021 -0.042 -0.007
0.006 0.029 -0.007
-0.039 0.039 0.005
-0.007 -0.011 0.002
0.000 0.003 -0.001
-0.001 0.002 0.003
-0.006 -0.005 -0.008
-0.010 -0.016 0.002
0.003 0.000 -0.002
0.002 -0.001 0.003
0.020 -0.011 0.001
-0.002 0.003 0.032
-0.007 0.056 -0.009
0.000 -0.032 0.021
0.136 -0.123 0.122
0.001 0.000 -0.004
0.002 -0.003 0.000
0.005 -0.003 -0.006
-0.008 -0.003 -0.001
-0.005 0.013 -0.008
0.002 0.001 0.000
0.004 0.003 -0.002
0.025 0.121 0.068
-0.055 -0.008 -0.028
-0.019 0.029 0.023
0.008 -0.026 -0.009
-0.039 0.017 -0.050
0.016 0.033 0.011
0.000 0.005 -0.002
0.011 -0.005 0.001
-0.004 0.001 -0.008
0.004 0.016 0.008
-0.002 0.000 -0.003
-0.002 -0.001 0.001
0.051 -0.052 -0.019


- multiplicity of number 1 (C20H21N3O3)?
  1


- Look up the charge of the second one.
  0